## w
Below is C6H9N2O2 as an isolated structure, with properties calculated with wB97M-V/def2-TZVPD.

Calculated values
Spin multiplicity: 2
Gap between HOMO and LUMO (spin up / spin down) (eV): 8.6 / 4.7

Last column: natural (NBO) charge in e.
Geometry (Å):
C  -0.8447  -1.2975  3.1267  -0.68
C  -0.6617  -1.1683  1.6901  0.29
C  -0.1387  -1.8286  -0.2219  0.32
C  -1.1974  -0.2134  0.7676  0.06
N  0.0063  -2.1886  1.0309  -0.47
N  -0.8350  -0.6544  -0.4364  -0.48
H  0.3699  -2.1844  -1.1108  0.22
H  -0.6980  -0.3466  3.6218  0.24
H  -0.3390  -2.0576  3.6907  0.26
H  -0.6232  -0.0340  -1.4263  0.48
H  -1.6496  0.7512  0.8540  0.24
H  -1.9200  -1.5092  3.3245  0.26
C  1.6783  2.0445  -1.6940  -0.73
C  0.6064  1.6066  -2.6803  0.78
O  -0.2361  0.6825  -2.3712  -0.79
O  0.5291  2.1387  -3.7930  -0.65
H  2.6154  1.5271  -1.9279  0.23
H  1.3654  1.6500  -0.7224  0.19
H  1.9728  3.0821  -1.7222  0.24

---

## x
Below is a 2-piece molecular cluster, C6H9N2O2 overall, with properties calculated with wB97M-V/def2-TZVPD.

Calculated values
Spin multiplicity: 2
Gap between HOMO and LUMO (spin up / spin down) (eV): 8.0 / 3.8

Last column: natural (NBO) charge in e.
Geometry (Å):
C  -0.8831  -1.5398  -3.3606  -0.67
C  -1.3415  0.1322  -0.3101  0.35
C  0.3459  0.0655  -1.6988  0.08
C  -0.7994  -0.5922  -2.2138  0.28
N  0.0021  0.4800  -0.4760  -0.48
N  -1.7716  -0.6869  -1.2376  -0.46
H  0.4629  1.1502  0.2073  0.51
H  -1.8842  0.3270  0.6115  0.26
H  1.2523  0.3237  -2.2164  0.24
H  -1.3297  -2.4655  -3.0249  0.27
H  0.0638  -1.7032  -3.8886  0.24
H  -1.6176  -1.0310  -4.0745  0.26
C  1.6263  0.4582  3.2942  -0.74
C  0.2879  1.2250  2.9080  0.80
O  0.3073  1.5832  1.6980  -0.87
O  -0.6484  1.3207  3.6969  -0.69
H  1.4600  -0.1623  4.1881  0.22
H  2.4644  1.1932  3.4684  0.21
H  2.0026  -0.0779  2.4290  0.20

---

Question: of the structures shown, which is the most stable? Reply: w.